Entry a
C2H2F2O | the ωB97M-V functional and the def2-TZVPD basis

Results
- 2S+1 = 1
- E_HOMO (alpha / beta) (eV) = -8.41 / -8.21

CARTESIAN COORDINATES (ANGSTROEM)
C (1.045, -0.686, -0.160)
C (-1.229, 0.541, -0.053)
O (-0.232, -0.334, -0.001)
F (1.852, 0.421, -0.148)
F (-2.354, -0.150, -0.128)
H (1.189, -1.582, 0.365)
H (-1.260, 1.435, -0.530)

Entry b
C2H2F2O | the ωB97M-V functional and the def2-TZVPD basis

Results
- SMILES = FC1=CO1.F
- 2S+1 = 1
- E_HOMO (eV) = -9.18

CARTESIAN COORDINATES (ANGSTROEM)
F (-0.543, -2.152, -0.882)
C (-0.583, -1.047, -0.182)
C (-1.181, -0.012, 0.273)
O (0.386, -0.575, 0.531)
H (-1.526, 1.057, 0.444)
F (1.569, 1.810, -0.147)
H (1.878, 0.918, -0.037)

The winner here is entry b, beating the second structure by 0.097 eV.

Entry a
C50H36F2N5O5PS2SeY | the ωB97M-V functional and the def2-TZVPD basis

Results
- 2S+1 = 2
- ⟨S²⟩ = 0.778
- total charge = -2
- E_HOMO (alpha / beta) (eV) = -1.14 / -2.74

CARTESIAN COORDINATES (ANGSTROEM)
Y (-0.713, -0.363, -0.452)
O (-1.050, -2.630, 0.134)
N (-1.108, -3.674, -0.649)
C (-0.739, -4.863, -0.130)
C (-0.789, -6.017, -0.863)
C (-1.223, -5.937, -2.189)
C (-1.579, -4.720, -2.706)
C (-1.523, -3.538, -1.945)
S (-1.924, -1.997, -2.526)
H (-0.411, -4.786, 0.895)
H (-0.478, -6.947, -0.410)
H (-1.268, -6.824, -2.809)
H (-1.906, -4.620, -3.732)
O (1.694, -3.570, -1.686)
C (2.102, -2.423, -1.461)
O (1.487, -1.516, -0.837)
C (3.483, -2.072, -2.044)
C (4.080, -3.055, -2.831)
C (5.303, -2.860, -3.445)
C (5.967, -1.655, -3.266)
C (5.394, -0.670, -2.478)
C (4.152, -0.850, -1.863)
P (3.371, 0.544, -0.945)
C (3.529, 0.028, 0.792)
C (4.011, -1.204, 1.219)
C (4.061, -1.505, 2.573)
C (3.632, -0.581, 3.512)
C (3.149, 0.652, 3.096)
C (3.091, 0.950, 1.744)
C (4.687, 1.809, -1.030)
C (5.732, 1.921, -0.117)
C (6.680, 2.926, -0.242)
C (6.602, 3.832, -1.291)
C (5.563, 3.733, -2.207)
C (4.610, 2.736, -2.070)
H (3.527, -3.979, -2.943)
H (5.740, -3.641, -4.057)
H (6.930, -1.477, -3.732)
H (5.923, 0.263, -2.341)
H (4.337, -1.937, 0.491)
H (4.424, -2.476, 2.890)
H (3.639, -0.831, 4.566)
H (2.773, 1.367, 3.819)
H (2.674, 1.895, 1.421)
H (5.797, 1.216, 0.701)
H (7.485, 3.001, 0.479)
H (7.340, 4.619, -1.386)
H (5.485, 4.447, -3.019)
H (3.782, 2.679, -2.769)
F (-4.396, 4.250, -0.769)
C (-3.344, 3.612, -1.358)
C (-2.850, 2.451, -0.807)
C (-1.772, 1.779, -1.401)
C (-1.209, 2.367, -2.561)
C (-1.769, 3.531, -3.088)
F (-1.296, 4.086, -4.248)
C (-2.837, 4.182, -2.512)
C (-0.056, 1.685, -3.203)
C (0.862, 2.313, -4.054)
C (1.858, 1.559, -4.646)
C (1.910, 0.194, -4.418)
C (0.989, -0.343, -3.534)
N (0.072, 0.385, -2.904)
H (-3.323, 2.057, 0.086)
H (-3.257, 5.078, -2.943)
H (0.782, 3.371, -4.241)
H (2.583, 2.037, -5.296)
H (2.655, -0.445, -4.872)
H (0.960, -1.404, -3.319)
Se (-0.937, 2.788, 3.964)
N (-0.525, 1.424, 5.086)
C (-0.227, 0.379, 4.308)
C (0.170, -0.882, 4.767)
C (0.480, -1.856, 3.829)
C (0.367, -1.575, 2.473)
N (-0.035, -0.396, 1.979)
C (-0.309, 0.583, 2.870)
N (-0.663, 1.798, 2.469)
H (0.239, -1.055, 5.834)
H (0.809, -2.843, 4.127)
H (0.594, -2.330, 1.734)
O (0.623, 1.777, 0.064)
H (0.151, 1.968, 0.921)
H (0.147, 2.306, -0.587)
C (-9.071, 2.293, 2.870)
C (-9.742, 1.463, 3.934)
O (-10.813, 1.774, 4.403)
S (-8.976, -0.024, 4.533)
C (-7.466, -0.166, 3.617)
C (-6.284, 0.392, 4.099)
C (-5.117, 0.317, 3.367)
C (-5.085, -0.329, 2.120)
C (-6.279, -0.912, 1.657)
C (-7.445, -0.831, 2.392)
C (-3.895, -0.378, 1.356)
C (-2.850, -0.338, 0.719)
H (-9.135, 3.332, 3.192)
H (-9.658, 2.188, 1.956)
H (-8.043, 2.018, 2.665)
H (-6.286, 0.902, 5.056)
H (-4.205, 0.763, 3.742)
H (-6.265, -1.420, 0.702)
H (-8.355, -1.278, 2.009)

Entry b
C50H36F2N5O5PS2SeY | the ωB97M-V functional and the def2-TZVPD basis

Results
- 2S+1 = 2
- ⟨S²⟩ = 0.780
- total charge = -2
- E_HOMO (alpha / beta) (eV) = -0.57 / -2.90

CARTESIAN COORDINATES (ANGSTROEM)
Y (-0.178, 0.401, 0.119)
O (1.477, -0.256, 1.826)
N (1.307, -0.443, 3.107)
C (1.841, -1.539, 3.670)
C (1.794, -1.754, 5.025)
C (1.160, -0.801, 5.826)
C (0.575, 0.293, 5.236)
C (0.611, 0.491, 3.841)
S (-0.118, 1.793, 3.045)
H (2.308, -2.220, 2.973)
H (2.216, -2.659, 5.439)
H (1.117, -0.928, 6.901)
H (0.051, 1.036, 5.819)
O (3.996, -0.889, -0.649)
C (2.882, -1.251, -1.041)
O (1.763, -0.692, -0.852)
C (2.827, -2.501, -1.917)
C (3.981, -2.850, -2.610)
C (3.982, -3.921, -3.485)
C (2.823, -4.662, -3.658)
C (1.674, -4.330, -2.959)
C (1.652, -3.246, -2.082)
P (0.140, -2.825, -1.098)
C (0.374, -4.067, 0.245)
C (1.623, -4.515, 0.668)
C (1.731, -5.463, 1.678)
C (0.594, -5.982, 2.277)
C (-0.654, -5.509, 1.897)
C (-0.759, -4.548, 0.905)
C (-1.125, -3.733, -2.123)
C (-1.608, -5.032, -1.967)
C (-2.615, -5.518, -2.789)
C (-3.161, -4.722, -3.786)
C (-2.675, -3.436, -3.971)
C (-1.670, -2.954, -3.148)
H (4.869, -2.254, -2.443)
H (4.879, -4.181, -4.037)
H (2.810, -5.507, -4.338)
H (0.779, -4.920, -3.104)
H (2.522, -4.123, 0.206)
H (2.710, -5.812, 1.986)
H (0.680, -6.740, 3.048)
H (-1.551, -5.884, 2.376)
H (-1.734, -4.166, 0.632)
H (-1.197, -5.682, -1.206)
H (-2.984, -6.528, -2.651)
H (-3.964, -5.100, -4.408)
H (-3.087, -2.797, -4.743)
H (-1.299, -1.947, -3.288)
F (0.252, 0.381, -5.492)
C (-0.635, 0.359, -4.466)
C (-0.191, 0.285, -3.163)
C (-1.077, 0.342, -2.083)
C (-2.459, 0.455, -2.379)
C (-2.863, 0.399, -3.709)
F (-4.180, 0.360, -4.080)
C (-1.978, 0.371, -4.771)
C (-3.380, 0.799, -1.266)
C (-4.756, 1.007, -1.415)
C (-5.501, 1.474, -0.347)
C (-4.883, 1.720, 0.868)
C (-3.529, 1.443, 0.953)
N (-2.811, 1.003, -0.067)
H (0.881, 0.217, -2.998)
H (-2.339, 0.376, -5.790)
H (-5.253, 0.820, -2.351)
H (-6.565, 1.645, -0.469)
H (-5.432, 2.104, 1.716)
H (-2.989, 1.586, 1.885)
Se (-2.196, 4.511, -2.923)
N (-0.717, 5.522, -2.739)
C (0.049, 4.894, -1.848)
C (1.271, 5.372, -1.358)
C (1.938, 4.593, -0.421)
C (1.425, 3.373, -0.015)
N (0.259, 2.846, -0.446)
C (-0.453, 3.619, -1.325)
N (-1.654, 3.279, -1.749)
H (1.662, 6.322, -1.699)
H (2.876, 4.929, 0.002)
H (1.998, 2.768, 0.676)
O (3.688, 1.349, 1.065)
H (2.932, 0.883, 1.470)
H (3.986, 0.687, 0.416)
C (-3.481, -8.510, 5.233)
C (-4.223, -7.280, 4.796)
O (-4.833, -7.173, 3.773)
S (-4.086, -5.921, 5.997)
C (-3.513, -4.609, 4.922)
C (-4.259, -4.169, 3.836)
C (-3.709, -3.241, 2.966)
C (-2.423, -2.726, 3.177)
C (-1.717, -3.143, 4.312)
C (-2.252, -4.079, 5.175)
C (-1.828, -1.833, 2.240)
C (-1.321, -1.053, 1.444)
H (-3.800, -9.376, 4.653)
H (-3.625, -8.679, 6.299)
H (-2.417, -8.336, 5.061)
H (-5.248, -4.567, 3.664)
H (-4.266, -2.908, 2.100)
H (-0.732, -2.739, 4.485)
H (-1.693, -4.415, 6.039)

The winner here is entry a, beating the second structure by 0.994 eV.

Entry a
H31O15 | the ωB97M-V functional and the def2-TZVPD basis

Results
- 2S+1 = 1
- total charge = +1
- E_HOMO (eV) = -13.61

CARTESIAN COORDINATES (ANGSTROEM)
O (-1.650, 2.456, -1.528)
H (3.027, -2.982, -0.690)
H (-2.342, 2.107, -1.221)
O (1.218, -1.340, 1.741)
H (0.955, -2.215, 1.733)
H (2.080, -1.366, 2.050)
O (2.679, -2.014, -0.523)
H (0.887, -0.249, 0.753)
H (2.741, -1.512, -1.424)
O (1.926, 2.951, -2.607)
H (1.599, 2.142, -2.667)
H (2.501, 3.139, -1.795)
O (0.818, 3.086, 3.408)
H (0.070, 3.560, 2.959)
H (1.517, 3.516, 2.905)
O (0.511, 0.554, 0.350)
H (-0.732, 1.190, 1.220)
H (-2.938, -0.576, 0.663)
O (-1.424, 1.063, 1.962)
H (-0.744, 0.957, 2.678)
H (-2.137, -0.143, 1.762)
O (-0.464, -2.774, -0.327)
H (-0.404, -3.699, -0.568)
H (0.283, -2.334, -0.795)
O (-2.710, -0.987, 1.629)
H (0.424, 0.381, -0.576)
H (-2.234, -1.895, 1.384)
O (2.964, -0.644, -2.974)
H (-1.012, 0.768, -4.228)
O (0.473, -1.149, -2.730)
H (0.588, -1.163, -3.747)
H (-0.493, -0.933, -2.676)
O (-3.739, 1.062, 0.125)
H (-3.425, 1.220, 1.110)
H (-4.468, 0.651, 0.036)
O (-1.745, -3.278, 1.863)
H (-0.893, -2.863, 2.017)
H (-1.533, -3.876, 1.388)
O (-1.617, 0.611, -3.548)
H (-1.780, 3.431, -1.784)
H (-1.837, 1.482, -3.143)
O (2.084, 0.651, 3.666)
H (1.484, 1.090, 4.322)
H (2.867, 0.646, 4.113)
H (2.794, 0.263, -3.110)
H (3.831, -0.987, -3.174)

Entry b
H31O15 | the ωB97M-V functional and the def2-TZVPD basis

Results
- 2S+1 = 1
- total charge = +1
- E_HOMO (eV) = -13.38

CARTESIAN COORDINATES (ANGSTROEM)
O (-0.143, -1.404, 4.436)
H (-1.882, 1.230, 4.387)
H (0.507, -2.077, 4.208)
O (1.319, -0.026, -4.079)
H (-2.853, -1.855, -1.061)
H (0.444, -0.151, -3.733)
O (-1.062, -3.570, -0.836)
H (0.229, 3.062, 3.668)
H (-0.064, 0.520, -0.840)
O (2.373, 1.011, -1.266)
H (-0.195, 3.902, 0.905)
H (3.081, 0.588, -1.840)
O (-1.692, 1.937, 1.069)
H (-1.380, 2.148, 0.172)
H (-2.542, 2.393, 1.109)
O (-1.690, 1.883, 3.726)
H (-1.224, -3.793, -1.755)
H (-1.396, -4.166, -0.175)
O (0.801, 2.635, 3.023)
H (-1.981, 1.546, 2.840)
H (2.695, -1.887, -2.936)
O (0.605, -3.109, 1.085)
H (1.485, 0.313, -4.954)
H (2.014, -0.724, -2.278)
O (0.558, 3.835, 0.257)
H (0.174, -2.977, 0.211)
H (1.001, -2.227, -3.655)
O (-0.009, -0.022, 2.256)
H (-1.205, -0.677, -0.382)
O (-2.632, -1.274, -1.770)
H (-3.139, -0.849, -2.460)
H (0.296, 0.900, 2.418)
O (2.595, -1.475, -2.069)
H (1.156, 3.373, 0.874)
H (1.542, -3.053, 0.842)
O (0.247, -2.386, -4.219)
H (1.682, 2.752, 3.376)
H (-0.624, -2.115, -3.947)
O (-0.536, -0.016, -0.162)
H (-0.890, -1.969, 4.675)
H (0.419, 1.976, -1.209)
O (-0.502, 2.027, -1.499)
H (-0.663, 2.972, -1.406)
H (3.041, 1.684, -1.087)
H (0.231, -0.722, 2.889)
H (-0.192, -0.165, 1.194)

The winner here is entry b, beating the second structure by 2.343 eV.